ORCA calculation (ωB97M-V/def2-TZVPD) on a cluster of 9 separate species, C8H34O9 in total at a distorted geometry.

Each atom is followed by the atoms it is bonded to, with distances in Å.
Atoms and positions in Å:
1 O 8.732 4.417 11.292  C15 1.415, H36 0.960
2 O 10.127 6.126 5.192  C17 1.379, H24 0.960
3 O 4.945 10.959 9.989  C12 1.450, H19 0.960
4 O 11.590 7.767 11.545  C10 1.384, H39 0.960
5 O 10.688 5.656 12.977  H25 0.957, H41 0.957
6 O 9.295 10.135 8.809  C16 1.410, H45 0.960
7 O 5.978 5.674 8.430  C14 1.461, H31 0.960
8 O 8.198 7.274 8.763  C13 1.370, H43 0.960
9 O 12.701 3.946 8.150  C11 1.455, H22 0.960
10 C 12.895 7.660 11.995  O4 1.384, H28 1.090, H29 1.090, H34 1.090
11 C 12.726 5.308 8.661  O9 1.455, H48 1.090, H50 1.090, H51 1.090
12 C 5.896 9.879 9.814  O3 1.450, H30 1.090, H38 1.090, H40 1.090
13 C 9.420 6.727 9.055  O8 1.370, H37 1.090, H46 1.090, H49 1.090
14 C 6.318 4.391 7.820  O7 1.461, H33 1.090, H35 1.090, H44 1.090
15 C 7.457 4.918 11.643  O1 1.415, H20 1.090, H23 1.090, H27 1.090
16 C 9.170 10.109 7.406  O6 1.410, H21 1.090, H26 1.090, H47 1.090
17 C 9.739 4.917 5.731  O2 1.379, H18 1.090, H32 1.090, H42 1.090
18 H 10.490 4.149 5.549  C17 1.090
19 H 4.533 10.803 10.842  O3 0.960
20 H 6.705 4.244 11.233  C15 1.090
21 H 9.014 11.135 7.072  C16 1.090
22 H 12.806 3.945 7.195  O9 0.960
23 H 7.367 4.903 12.729  C15 1.090
24 H 9.713 6.145 4.326  O2 0.960
25 H 10.974 6.374 12.412  O5 0.957
26 H 8.402 9.452 6.995  C16 1.090
27 H 7.263 5.920 11.258  C15 1.090
28 H 13.059 8.172 12.943  C10 1.090
29 H 13.600 8.077 11.275  C10 1.090
30 H 5.407 8.922 9.995  C12 1.090
31 H 6.688 6.314 8.522  O7 0.960
32 H 8.840 4.517 5.262  C17 1.090
33 H 6.804 4.550 6.857  C14 1.090
34 H 13.200 6.636 12.213  C10 1.090
35 H 5.420 3.816 7.595  C14 1.090
36 H 8.643 3.712 10.647  O1 0.960
37 H 10.242 7.340 8.685  C13 1.090
38 H 6.792 9.953 10.430  C12 1.090
39 H 11.407 8.690 11.358  O4 0.960
40 H 6.380 10.076 8.857  C12 1.090
41 H 9.930 5.284 12.527  O5 0.957
42 H 9.618 4.915 6.814  C17 1.090
43 H 8.367 8.216 8.682  O8 0.960
44 H 6.897 3.748 8.484  C14 1.090
45 H 9.804 10.888 9.119  O6 0.960
46 H 9.485 6.763 10.142  C13 1.090
47 H 10.084 9.811 6.892  C16 1.090
48 H 11.859 5.924 8.422  C11 1.090
49 H 9.464 5.668 8.803  C13 1.090
50 H 12.907 5.165 9.726  C11 1.090
51 H 13.545 5.933 8.303  C11 1.090

The value obtained for the total energy is -27270.404 eV. As for the energy relative to the best compared isomer or geometry (same formula, charge and spin): 99.2 kcal/mol. The SMILES is CO.CO.CO.CO.CO.CO.CO.CO.O.

=====

ORCA calculation (ωB97M-V/def2-TZVPD) on a cluster of 9 separate species, C8H36N2O9 in total at a distorted geometry.

Each atom is followed by the atoms it is bonded to, with distances in Å.
Atoms and positions in Å:
1 O 23.462 5.553 -17.166  C14 1.417, C16 1.409
2 O 23.962 2.264 -13.379  H25 0.957, H39 0.957
3 O 21.013 -1.479 -16.174  H34 0.957, H37 0.957
4 O 21.471 0.074 -13.673  H22 0.957, H47 0.957
5 O 20.705 2.015 -11.964  H26 0.957, H50 0.957
6 O 22.250 -6.587 -13.999  C13 1.478, C18 1.406
7 O 18.855 1.252 -14.544  H32 0.957, H35 0.957
8 O 24.212 -0.449 -14.481  H20 0.957, H46 0.957
9 O 19.746 0.808 -17.157  H51 0.957, H54 0.957
10 N 21.538 3.839 -16.339  C12 1.453, H29 1.010, H41 1.010
11 N 21.661 -3.854 -11.442  C15 1.457, H36 1.010, H38 1.010
12 C 22.930 3.450 -16.492  N10 1.453, C14 1.515, C19 1.538, H42 1.090
13 C 22.283 -5.913 -12.684  O6 1.478, C15 1.565, H28 1.090, H31 1.090
14 C 23.640 4.213 -17.591  O1 1.417, C12 1.515, H27 1.090, H33 1.090
15 C 21.736 -4.449 -12.770  N11 1.457, C13 1.565, C17 1.528, H21 1.090
16 C 23.910 6.500 -18.108  O1 1.409, H40 1.090, H43 1.090, H55 1.090
17 C 22.667 -3.694 -13.717  C15 1.528, H23 1.090, H45 1.090, H53 1.090
18 C 23.115 -7.630 -14.375  O6 1.406, H30 1.090, H48 1.090, H49 1.090
19 C 22.898 1.929 -16.712  C12 1.538, H24 1.090, H44 1.090, H52 1.090
20 H 23.900 -0.836 -15.299  O8 0.957
21 H 20.714 -4.439 -13.148  C15 1.090
22 H 22.270 -0.445 -13.582  O4 0.957
23 H 22.324 -2.760 -14.162  C17 1.090
24 H 22.558 1.872 -17.746  C19 1.090
25 H 24.247 2.205 -12.467  O2 0.957
26 H 21.166 1.308 -12.416  O5 0.957
27 H 23.190 4.107 -18.578  C14 1.090
28 H 23.304 -5.822 -12.314  C13 1.090
29 H 21.139 3.617 -17.240  N10 1.010
30 H 22.829 -7.997 -15.360  C18 1.090
31 H 21.779 -6.512 -11.926  C13 1.090
32 H 18.191 0.826 -14.001  O7 0.957
33 H 24.724 4.130 -17.671  C14 1.090
34 H 21.730 -1.742 -16.751  O3 0.957
35 H 19.677 1.106 -14.077  O7 0.957
36 H 22.456 -4.074 -10.860  N11 1.010
37 H 20.617 -2.304 -15.892  O3 0.957
38 H 21.920 -2.890 -11.599  N11 1.010
39 H 23.877 1.353 -13.662  O2 0.957
40 H 24.956 6.262 -18.301  C16 1.090
41 H 21.631 4.843 -16.393  N10 1.010
42 H 23.511 3.521 -15.573  C12 1.090
43 H 23.681 7.472 -17.672  C16 1.090
44 H 22.211 1.462 -16.006  C19 1.090
45 H 22.899 -4.253 -14.624  C17 1.090
46 H 25.133 -0.707 -14.429  O8 0.957
47 H 21.138 -0.148 -14.543  O4 0.957
48 H 24.157 -7.388 -14.162  C18 1.090
49 H 22.838 -8.553 -13.866  C18 1.090
50 H 20.564 1.681 -11.078  O5 0.957
51 H 20.148 0.033 -16.767  O9 0.957
52 H 23.841 1.448 -16.453  C19 1.090
53 H 23.626 -3.602 -13.208  C17 1.090
54 H 19.268 1.219 -16.436  O9 0.957
55 H 23.358 6.400 -19.042  C16 1.090

The value obtained for the total energy is -30285.561 eV. As for the energy relative to the best compared isomer or geometry (same formula, charge and spin): 49.9 kcal/mol. The SMILES is COC[C@H](C)N.COC[C@H](C)N.O.O.O.O.O.O.O.